The following is a DFT calculation (ωB97M-V/def2-TZVPD) of a cluster of 2 separate species, C3H5Cl2N in total.

The largest force on an atom comes out at 4.23 eV Å⁻¹. For the energy, the calculation gives -29720.752 eV.

The geometry in ORCA input format:
```
! RIJCOSX wB97M-V def2-TZVPD def2/J DEFGRID3
* xyz 0 1
C 0.9051 0.2207 -0.4090
C -0.1779 0.1174 -2.1915
C -0.8009 -0.2993 1.2014
N 0.5327 -0.1319 0.7206
Cl 0.4149 1.5001 -2.9886
Cl 1.8805 -0.8605 2.0676
H 2.0062 0.3282 -0.7355
H -1.2211 0.1283 -1.9593
H -0.6946 -0.3910 2.3182
H -1.4452 0.5484 1.0542
H -1.3995 -1.1605 0.9219
*
```

Here are the natural (NBO) charges for atoms 1 to 6, given in e: 0.185 -0.243 -0.451 -0.339 0.024 -0.237


The following is a DFT calculation (ωB97M-V/def2-TZVPD) of a structure of composition C3H5Cl2N2O.

The largest force on an atom comes out at 3.16 eV Å⁻¹. For the energy, the calculation gives -33261.426 eV.

The geometry in ORCA input format:
```
! RIJCOSX wB97M-V def2-TZVPD def2/J DEFGRID3
* xyz -1 1
C 0.1676 0.4973 0.7236
C -0.6760 -0.6802 0.2415
C 0.9249 0.9858 -0.3990
N 0.0596 -1.3788 -0.7633
N 1.1308 -0.7080 -1.2719
O 1.4787 -0.9299 -2.4351
Cl -2.2555 -0.1169 -0.4827
Cl -1.4842 2.5833 2.3008
H -0.4955 1.3280 1.1313
H 0.7464 0.1921 1.6068
H -0.9761 -1.3542 1.0466
H 1.8777 1.4721 -0.2530
H -0.4984 -1.8906 -1.4457
*
```

Here are the natural (NBO) charges for atoms 1 to 6, given in e: -0.657 0.016 -0.060 -0.455 0.256 -0.433


The following is a DFT calculation (ωB97M-V/def2-TZVPD) of a cluster of 2 separate species, C3H5Cl2NO2 in total.

The largest force on an atom comes out at 2.96 eV Å⁻¹. Its SMILES is COC(Cl)Cl.N=C=O. For the energy, the calculation gives -33820.560 eV.

The geometry in ORCA input format:
```
! RIJCOSX wB97M-V def2-TZVPD def2/J DEFGRID3
* xyz 0 1
C 1.9660 -0.4313 1.2801
C -1.3348 -1.0813 -0.6987
C -0.7345 1.0289 -0.3966
N 2.2358 0.5532 1.8709
O 1.8590 -1.4570 0.7611
O -1.5849 0.1042 0.0846
Cl 0.7687 0.3646 -1.2346
Cl -0.1597 2.0331 0.8817
H -1.4080 -0.8030 -1.7546
H -2.1445 -1.7959 -0.5747
H -0.4175 -1.5479 -0.4562
H -1.0367 1.6012 -1.2565
H 1.9910 1.4312 1.4934
*
```

Here are the natural (NBO) charges for atoms 1 to 6, given in e: 0.861 -0.270 0.105 -0.762 -0.527 -0.503


The following is a DFT calculation (ωB97M-V/def2-TZVPD) of a cluster of 2 separate species, C3H5Cl2NOS in total.

The largest force on an atom comes out at 4.31 eV Å⁻¹. For the energy, the calculation gives -42607.446 eV.

The geometry in ORCA input format:
```
! RIJCOSX wB97M-V def2-TZVPD def2/J DEFGRID3
* xyz 0 1
C -0.2283 -1.5141 -0.3121
C 1.0074 0.9913 1.2578
C -0.0524 0.8209 0.2140
N -0.1375 -1.3260 -1.5519
O -0.2014 -2.2192 0.6245
S -1.5992 1.2517 0.8101
Cl 0.3431 1.5598 -1.3481
Cl -2.8732 -0.1294 -0.1749
H 0.6550 0.3065 2.1265
H 1.1813 2.0109 1.7405
H 1.9060 0.6305 0.7429
H -0.2789 -0.3217 -1.9386
H 0.2782 -2.0613 -2.1908
*
```

Here are the natural (NBO) charges for atoms 1 to 6, given in e: 0.887 -0.679 -0.482 -0.849 -0.478 0.335